1:
Molecular formula: C5H8Cl2
Method: DFT, ωB97M-V with the def2-TZVPD basis set

Structure (XYZ):
```
15
Properties=species:S:1:pos:R:3:mulliken_charge:R:1
Cl 2.194 0.430 -0.640 -0.154
Cl -1.601 -0.643 -0.737 -0.078
C 1.540 -0.562 0.641 -0.354
C 0.861 -1.753 0.612 0.034
C 0.226 -2.255 -0.495 -0.862
C -0.624 1.881 -0.494 -0.864
C -1.123 0.650 0.204 -0.153
H -1.349 0.634 1.335 0.345
H -0.254 -3.265 -0.474 0.303
H -1.454 2.552 -0.832 0.308
H -0.018 2.345 0.277 0.271
H 0.714 -2.212 1.634 0.233
H 1.702 -0.008 1.618 0.346
H -0.166 1.563 -1.442 0.277
H 0.325 -1.814 -1.567 0.346
```

**Charge**: 0
**Highest occupied orbital energy (spin up / spin down)**: -7.34 / -7.64 eV
**2S+1**: 1
**E_LUMO (spin up / spin down)**: 0.42 / -0.03 eV

2:
Molecular formula: C5H8Cl2
Method: DFT, ωB97M-V with the def2-TZVPD basis set

Structure (XYZ):
```
15
Properties=species:S:1:pos:R:3:mulliken_charge:R:1
Cl 0.570 -2.789 -1.020 -0.210
Cl 0.081 3.319 0.780 -0.031
C 0.436 -0.354 0.444 -0.277
C 0.852 -1.030 -0.776 0.271
C 0.144 -0.209 -1.818 -1.305
C -0.902 -0.640 0.961 -0.952
C 0.002 2.118 1.905 -0.224
H -1.452 0.332 1.032 0.348
H 2.004 -1.000 -0.679 0.309
H 0.314 -0.727 -2.656 0.436
H -0.854 -0.778 2.061 0.406
H 0.795 2.514 2.719 0.165
H -1.490 -1.418 0.430 0.352
H -0.909 -0.117 -1.526 0.346
H 0.409 0.781 -1.858 0.366
```

**Charge**: 0
**Highest occupied orbital energy**: -8.31 eV
**2S+1**: 1
**E_LUMO**: -0.48 eV

1 ends up most stable, edging out the next structure by 0.1264 hartree.

1:
Molecular formula: C2H7S2
Method: DFT, ωB97M-V with the def2-TZVPD basis set

Structure (XYZ):
```
11
Properties=species:S:1:pos:R:3:mulliken_charge:R:1
S 1.708 0.649 1.604 -0.771
S 0.141 -0.487 -1.308 -0.308
C -1.471 -0.712 -0.500 -0.466
C -2.303 0.579 -0.511 -0.896
H -3.372 0.442 -0.333 0.305
H 2.295 -0.443 2.115 -0.010
H -2.225 1.040 -1.500 0.275
H -2.005 -1.548 -0.940 0.305
H -1.234 -0.983 0.535 0.267
H -1.878 1.265 0.226 0.251
H 0.736 0.028 -0.125 0.049
```

**Charge**: -1
**Highest occupied orbital energy**: -3.06 eV
**2S+1**: 1
**E_LUMO**: 3.69 eV

2:
Molecular formula: C2H7S2
Method: DFT, ωB97M-V with the def2-TZVPD basis set

Structure (XYZ):
```
11
Properties=species:S:1:pos:R:3:mulliken_charge:R:1
S -0.169 2.073 1.871 -0.222
S 1.609 -1.596 -0.366 -0.724
C -0.955 0.595 1.187 -0.358
C 0.969 -1.034 -1.967 -0.752
H -0.574 1.901 3.133 0.075
H -0.999 -0.217 1.911 0.263
H -0.377 0.108 0.394 -0.104
H 1.708 -0.470 -2.552 0.180
H 0.643 -1.854 -2.594 0.203
H -1.957 0.860 0.857 0.286
H 0.101 -0.367 -1.874 0.152
```

**Charge**: -1
**Highest occupied orbital energy**: -2.21 eV
**2S+1**: 1
**E_LUMO**: 3.25 eV

3:
Molecular formula: C2H7S2
Method: DFT, ωB97M-V with the def2-TZVPD basis set

Structure (XYZ):
```
11
Properties=species:S:1:pos:R:3:mulliken_charge:R:1
S -0.216 2.123 -0.061 -0.259
S -1.841 -0.510 1.803 -0.639
C 0.796 1.266 -1.380 -0.718
C -0.510 -1.652 1.210 -0.803
H 0.039 0.834 -2.123 0.229
H 0.488 -1.299 1.645 0.204
H 1.402 1.950 -2.131 0.255
H 1.486 0.405 -1.010 0.229
H -0.539 -2.704 1.327 0.315
H -0.761 0.978 0.582 0.043
H -0.344 -1.391 0.137 0.146
```

**Charge**: -1
**Highest occupied orbital energy**: -2.60 eV
**2S+1**: 1
**E_LUMO**: 3.63 eV

1 ends up most stable, edging out the next structure by 0.0274 hartree.

1:
Molecular formula: C2H7S2
Method: DFT, ωB97M-V with the def2-TZVPD basis set

Structure (XYZ):
```
11
Properties=species:S:1:pos:R:3:mulliken_charge:R:1
S -1.693 -0.790 -3.403 -0.752
S 1.569 -0.404 2.352 -0.224
C -1.472 -0.681 -1.583 -0.713
C 1.085 0.668 0.950 -0.267
H 1.694 0.559 3.269 0.088
H -2.052 -1.414 -1.018 0.227
H -1.734 0.316 -1.244 0.182
H 0.581 1.557 1.315 0.274
H 0.462 0.064 0.308 -0.115
H -0.418 -0.851 -1.363 0.021
H 1.978 0.977 0.416 0.279
```

**Charge**: -1
**Highest occupied orbital energy**: -2.06 eV
**2S+1**: 1
**E_LUMO**: 2.82 eV

2:
Molecular formula: C2H7S2
Method: DFT, ωB97M-V with the def2-TZVPD basis set

Structure (XYZ):
```
11
Properties=species:S:1:pos:R:3:mulliken_charge:R:1
S -1.398 0.736 1.085 -0.188
S 1.694 -0.772 -1.517 -0.826
C -0.002 1.356 0.017 -0.631
C -0.880 -1.023 0.950 -0.498
H 0.052 -1.177 0.404 0.052
H 2.549 -1.604 -0.934 -0.049
H -0.278 2.349 -0.225 0.314
H -1.763 -1.365 0.283 0.191
H 0.965 1.347 0.507 0.302
H -0.909 -1.627 1.890 0.283
H -0.054 0.656 -0.805 0.049
```

**Charge**: -1
**Highest occupied orbital energy**: -2.74 eV
**2S+1**: 1
**E_LUMO**: 3.42 eV

2 ends up most stable, edging out the next structure by 0.0027 hartree.

1:
Molecular formula: C5H17N2O
Method: DFT, ωB97M-V with the def2-TZVPD basis set

Structure (XYZ):
```
25
Properties=species:S:1:pos:R:3:mulliken_charge:R:1
O -0.188 1.201 3.591 -0.501
N -1.602 0.446 0.291 -0.664
N 0.492 -0.426 -1.215 0.137
C 0.020 -0.291 -2.616 -0.961
C 0.655 -1.849 -0.841 -0.925
C 1.736 0.345 -0.997 -0.907
C -1.303 1.201 1.539 -0.667
C -0.317 0.446 2.407 -0.178
H 2.079 0.190 0.023 0.342
H 1.440 -2.304 -1.438 0.401
H 0.905 -1.890 0.217 0.345
H 0.443 0.753 4.164 0.327
H -0.696 -0.566 2.606 0.279
H -2.210 1.368 2.119 0.382
H -2.125 -0.386 0.554 0.280
H -2.247 1.012 -0.263 0.271
H -0.900 -0.859 -2.731 0.370
H 0.653 0.338 1.903 0.096
H 2.500 0.012 -1.697 0.385
H 1.526 1.400 -1.156 0.374
H 0.777 -0.687 -3.287 0.406
H -0.337 0.000 -0.581 0.330
H -0.284 -2.370 -1.010 0.380
H -0.872 2.162 1.263 0.317
H -0.144 0.757 -2.845 0.380
```

**Charge**: +1
**Highest occupied orbital energy**: -13.85 eV
**2S+1**: 1
**E_LUMO**: -2.71 eV

2:
Molecular formula: C5H17N2O
Method: DFT, ωB97M-V with the def2-TZVPD basis set

Structure (XYZ):
```
25
Properties=species:S:1:pos:R:3:mulliken_charge:R:1
O 0.706 -1.114 -1.323 -0.572
N 0.290 1.202 -0.516 0.095
N 4.171 -0.147 1.327 -0.652
C -0.691 1.047 0.476 -0.425
C -2.599 -1.922 -0.099 -1.294
C -2.089 0.655 -0.089 -0.897
C -2.345 -0.600 -0.909 0.027
C 1.462 1.662 0.043 -0.901
H 2.402 1.684 -0.686 0.272
H -3.489 -2.124 0.514 0.389
H 0.815 -1.256 -2.249 0.323
H -1.481 -0.902 -1.604 0.067
H -3.137 -0.184 -1.551 0.311
H -0.871 2.031 1.004 0.448
H 0.481 0.113 -0.925 0.338
H 3.973 -0.607 0.414 0.252
H 4.132 -0.837 2.080 0.239
H 1.361 2.626 0.414 0.438
H 5.052 0.249 1.375 0.232
H -2.815 0.516 0.809 0.363
H -2.470 -2.883 -0.643 0.330
H 1.826 1.070 0.874 0.518
H -1.885 -2.043 0.694 0.334
H -0.393 0.256 1.275 0.373
H -2.407 1.507 -0.705 0.393
```

**Charge**: +1
**Highest occupied orbital energy**: -13.71 eV
**2S+1**: 1
**E_LUMO**: -9.30 eV

1 ends up most stable, edging out the next structure by 0.2691 hartree.

1:
Molecular formula: C5H17N2O
Method: DFT, ωB97M-V with the def2-TZVPD basis set

Structure (XYZ):
```
25
Properties=species:S:1:pos:R:3:mulliken_charge:R:1
O 1.986 -3.188 0.267 -0.483
N -1.523 1.687 -0.957 -0.054
N 0.594 -0.081 1.520 0.013
C -1.524 0.916 -2.187 -0.794
C -2.021 0.770 0.111 -0.789
C -0.212 2.174 -0.626 -0.917
C 0.891 -1.561 1.341 -0.412
C 2.162 -1.837 0.552 -0.405
H 1.449 0.414 1.869 0.432
H 0.590 1.371 -0.634 0.399
H 2.143 -1.268 -0.386 0.352
H -1.941 1.277 1.089 0.229
H 3.037 -1.536 1.164 0.280
H 0.295 0.320 0.573 -0.573
H 0.025 2.821 -1.452 0.434
H -0.169 2.637 0.385 0.332
H -0.969 1.388 -2.986 0.354
H -2.608 0.718 -2.422 0.281
H -0.184 0.041 2.207 0.471
H 0.036 -1.983 0.723 0.247
H -1.374 -0.143 0.048 0.298
H -1.116 -0.130 -2.066 0.248
H 2.581 -3.449 -0.453 0.334
H -3.089 0.643 -0.048 0.351
H 0.941 -2.001 2.367 0.372
```

**Charge**: +1
**Highest occupied orbital energy**: -12.54 eV
**2S+1**: 1
**E_LUMO**: -3.45 eV

2:
Molecular formula: C5H17N2O
Method: DFT, ωB97M-V with the def2-TZVPD basis set

Structure (XYZ):
```
25
Properties=species:S:1:pos:R:3:mulliken_charge:R:1
O 2.189 1.645 -0.742 -0.577
N -0.157 0.858 1.141 -0.020
N -0.599 -1.323 -0.279 -0.426
C -1.484 0.249 1.429 -0.607
C 0.683 1.178 2.340 -0.952
C -0.524 -0.965 -1.704 -0.349
C -1.801 -0.860 0.385 -0.485
C 0.846 -1.179 -2.283 -1.246
H 2.231 1.341 -1.660 0.299
H 0.652 0.335 3.024 0.386
H -0.724 0.111 -1.757 0.300
H -0.443 -2.314 -0.149 0.239
H 1.729 1.164 2.016 0.332
H -1.254 -1.533 -2.274 0.412
H 2.971 2.204 -0.677 0.306
H -2.241 1.024 1.378 0.312
H 1.666 -0.703 -1.721 0.176
H 1.176 -2.216 -2.252 0.357
H -2.570 -0.522 -0.317 0.308
H 0.902 -0.736 -3.273 0.410
H -1.493 -0.110 2.450 0.315
H -0.276 1.729 0.630 0.381
H 0.409 2.137 2.766 0.379
H 0.373 0.158 0.583 0.324
H -2.263 -1.669 0.945 0.426
```

**Charge**: +1
**Highest occupied orbital energy**: -13.34 eV
**2S+1**: 1
**E_LUMO**: -2.71 eV

3:
Molecular formula: C5H17N2O
Method: DFT, ωB97M-V with the def2-TZVPD basis set

Structure (XYZ):
```
25
Properties=species:S:1:pos:R:3:mulliken_charge:R:1
O -0.120 0.358 3.557 -0.619
N 0.275 -0.898 0.424 -0.079
N -1.027 1.266 -0.539 -0.344
C 1.517 -1.515 1.094 -0.846
C 1.063 -1.534 -1.896 -1.433
C -2.086 2.172 -0.983 -0.897
C 0.672 -0.379 -0.986 0.257
C -0.338 0.541 -1.619 -0.783
H -0.088 -0.156 1.035 0.336
H 1.565 0.256 -0.670 0.271
H -2.793 2.310 -0.124 0.306
H 0.297 -2.352 -2.091 0.390
H 0.256 1.249 -2.259 0.337
H 0.609 0.661 4.123 0.319
H -2.704 1.783 -1.778 0.323
H -0.398 -1.659 0.337 0.366
H 1.409 -2.358 1.806 0.371
H -0.816 0.303 4.229 0.317
H -0.390 1.853 -0.018 0.249
H 1.438 -1.328 -2.865 0.413
H -1.077 -0.029 -2.201 0.475
H 2.266 -1.889 0.383 0.330
H 2.027 -0.747 1.647 0.329
H -1.719 3.235 -1.238 0.262
H 1.799 -2.217 -1.450 0.349
```

**Charge**: +1
**Highest occupied orbital energy**: -12.78 eV
**2S+1**: 1
**E_LUMO**: -2.66 eV

2 ends up most stable, edging out the next structure by 0.0270 hartree.